1.
ORCA calculation (ωB97M-V/def2-TZVPD) on the ion C3H9N2S with charge +1 in a non-equilibrium geometry.

Atoms and positions in Å:
1 C 0.542926 1.172839 0.105648
2 C -0.379975 0.292126 -0.797055
3 C -1.470051 -1.605322 0.190616
4 N 1.661325 0.511147 0.781760
5 N -1.313414 -0.346469 0.029511
6 S 2.462843 -0.748647 -0.146909
7 H 1.111326 1.879668 -0.378855
8 H -0.031079 1.728646 0.802469
9 H -0.917063 0.632768 -1.636632
10 H 0.275387 -0.383810 -1.280801
11 H -0.811675 -2.440143 -0.237858
12 H -2.425514 -1.987435 0.712886
13 H 1.680111 0.368318 1.774929
14 H -1.748638 0.272878 0.758679
15 H 3.583659 -0.322711 -0.792998

Forces on the atoms, in the same order (eV/Å):
C 0.17 -0.92 0.02
C 2.53 0.84 0.73
C -1.44 -2.04 0.09
N 0.70 -1.74 -1.37
N -0.91 -1.38 2.51
S -0.77 -0.26 0.96
H 0.18 1.91 -2.28
H -0.66 0.43 0.99
H -0.66 1.77 -0.70
H 0.60 -1.37 -0.15
H -0.83 1.80 0.09
H 1.90 0.85 -0.23
H -0.15 -0.20 0.07
H -0.32 -0.64 -1.31
H -0.35 0.96 0.58

Computed properties:
LUMO (eV): -5.38
SMILES string: C=[NH+]CCNS
HOMO-LUMO gap (eV): 7.7
Total charge: +1
DFT total energy (Eh): -627.0523
Energy relative to the best compared isomer or geometry (same formula, charge and spin) (eV): 3.206
HOMO energy (eV): -13.1

---

2.
ORCA calculation (ωB97M-V/def2-TZVPD) on the ion C3H9N2S with charge +1 in a non-equilibrium geometry.

Atoms and positions in Å:
1 C 0.099043 -0.891179 -0.161937
2 C 1.540331 -0.700109 -0.706917
3 C -1.401082 0.976432 0.551844
4 N -1.714114 2.059850 1.247433
5 N -0.251212 0.339899 0.584248
6 S 2.276073 -2.353925 -1.120561
7 H -0.501433 -1.046683 -1.055671
8 H 0.237129 -1.794493 0.492284
9 H 1.577831 -0.186646 -1.700212
10 H 2.058590 -0.228735 0.133803
11 H -2.102663 0.509106 -0.217875
12 H -1.312078 2.421109 2.102505
13 H -2.559425 2.513811 0.926911
14 H 0.574140 0.746599 1.009430
15 H 1.478869 -2.365036 -2.085282

Forces on the atoms, in the same order (eV/Å):
C 1.69 -0.48 -0.34
C -0.22 -0.50 -0.41
C 0.59 -1.12 -0.92
N -0.96 -0.41 -0.96
N -0.36 -0.12 -0.17
S 1.31 0.95 2.49
H -0.76 -0.12 0.56
H -1.06 0.95 -0.38
H 0.02 0.31 1.37
H 0.75 0.04 -0.69
H 0.51 1.13 1.34
H 0.45 -0.28 -0.27
H 0.00 0.08 0.38
H -0.36 0.21 0.50
H -1.62 -0.64 -2.48

Computed properties:
LUMO (eV): -3.88
SMILES string: N/C=[NH+]/CCS
HOMO-LUMO gap (eV): 8.8
Total charge: +1
DFT total energy (Eh): -627.1377
Energy relative to the best compared isomer or geometry (same formula, charge and spin) (eV): 0.880
HOMO energy (eV): -12.7

---

3.
ORCA calculation (ωB97M-V/def2-TZVPD) on a cluster of 2 separate species, C3H9N2S in total in a non-equilibrium geometry.

Atoms and positions in Å:
1 C -0.163554 0.445696 -2.042013
2 C -0.403051 -1.037937 -2.169518
3 C 0.335454 -0.197773 0.128609
4 N 0.195637 0.242336 3.397776
5 N 0.418662 0.717006 -0.774107
6 S -0.284966 -1.687382 -0.494454
7 H 0.360337 0.859113 -2.889758
8 H -1.136457 1.026733 -1.784114
9 H -1.423554 -1.354107 -2.573885
10 H 0.428289 -1.485276 -2.747460
11 H 0.507062 -0.244765 1.277910
12 H -0.397524 -0.491333 3.843184
13 H 1.095212 0.488672 3.931733
14 H 0.764884 1.642936 -0.630442
15 H -0.296431 1.076079 3.526537

Forces on the atoms, in the same order (eV/Å):
C -3.55 1.31 0.10
C -0.39 -1.06 -0.90
C -0.41 -2.19 1.13
N 1.91 -1.09 0.65
N 1.99 -0.15 1.46
S 0.11 0.50 0.94
H 0.17 0.31 0.02
H 0.85 -0.97 -1.87
H 1.58 0.69 0.29
H -0.70 0.01 0.08
H 0.08 1.14 -1.59
H 1.23 0.75 -0.06
H -1.78 -1.37 -0.76
H 0.24 0.52 0.56
H -1.33 1.61 -0.04

Computed properties:
LUMO (eV): -4.11
HOMO-LUMO gap (eV): 9.9
Total charge: +1
DFT total energy (Eh): -627.1344
Energy relative to the best compared isomer or geometry (same formula, charge and spin) (eV): 0.970
HOMO energy (eV): -14.0

---

4.
ORCA calculation (ωB97M-V/def2-TZVPD) on the ion C3H9N2Si with charge +1 in a non-equilibrium geometry.

Atoms and positions in Å:
1 C 0.706448 1.369389 0.978068
2 C 0.057898 -0.491414 -0.856897
3 C 0.496573 0.856773 -1.372887
4 N -0.764227 -0.376792 0.291305
5 N 0.946651 1.705221 -0.273690
6 Si -1.120850 -1.694957 1.349091
7 H 0.883282 1.746792 1.893299
8 H -0.627906 -0.999943 -1.638339
9 H 0.948864 -1.030563 -0.565131
10 H 1.345508 0.837919 -2.111883
11 H -0.415609 1.300731 -1.788867
12 H 1.487534 2.500279 -0.546641
13 H -2.161014 -1.759080 0.341755
14 H -1.516383 -1.037579 2.705802
15 H -0.266768 -2.926776 1.595015

Forces on the atoms, in the same order (eV/Å):
C -1.82 -2.76 -7.19
C -0.13 -0.81 -0.49
C -0.44 0.20 -1.40
N 1.91 3.04 0.88
N -0.68 -1.48 4.46
Si -0.25 0.10 2.35
H 0.94 1.88 2.81
H 1.46 0.55 0.84
H 0.30 -0.83 -0.69
H -1.11 -0.23 0.52
H 0.47 0.47 -0.24
H 0.43 0.86 0.03
H -1.05 -1.06 -0.16
H 0.22 -0.69 -1.29
H -0.24 0.75 -0.44

Computed properties:
LUMO (alpha / beta) (eV): -5.31 / -5.76
HOMO-LUMO gap (alpha / beta) (eV): 8.8 / 8.1
Total charge: +1
DFT total energy (Eh): -518.2578
Energy relative to the best compared isomer or geometry (same formula, charge and spin) (eV): 6.043
HOMO energy (alpha / beta) (eV): -14.1 / -13.9

---

5.
ORCA calculation (ωB97M-V/def2-TZVPD) on the ion C3H9N2Si with charge +1 in a non-equilibrium geometry.

Atoms and positions in Å:
1 C 0.239513 1.000843 -0.664273
2 C 0.002987 -1.146221 -0.017297
3 C 1.052396 -1.008424 -1.142323
4 N -0.399218 0.174147 0.288585
5 N 1.013791 0.409024 -1.482531
6 Si -1.317567 0.764532 1.666984
7 H 0.011990 2.066348 -0.440183
8 H -0.816566 -1.732414 -0.403046
9 H 0.324301 -1.593395 0.886857
10 H 1.962994 -1.252979 -0.666442
11 H 0.732929 -1.533929 -1.992763
12 H 1.664836 1.017172 -1.951636
13 H -0.725636 2.166959 1.887060
14 H -1.005563 -0.182119 2.683087
15 H -2.741187 0.850456 1.347919

Forces on the atoms, in the same order (eV/Å):
C -5.41 6.75 4.64
C -0.06 0.38 -1.15
C -0.59 1.15 1.00
N 0.55 -1.10 -0.99
N 2.65 -2.68 -2.31
Si -0.08 2.11 0.65
H 0.97 -0.85 -1.08
H -0.73 -0.35 0.01
H 0.65 -0.91 0.84
H 1.45 -0.67 -0.29
H 0.31 -1.28 -1.10
H 0.67 -0.73 -0.55
H -0.40 -1.08 -0.14
H 0.13 -0.64 0.69
H -0.11 -0.12 -0.23

Computed properties:
LUMO (alpha / beta) (eV): -3.01 / -7.85
HOMO-LUMO gap (alpha / beta) (eV): 7.3 / 8.4
Total charge: +1
Spin multiplicity: 3
DFT total energy (Eh): -518.2952
Energy relative to the best compared isomer or geometry (same formula, charge and spin) (eV): 0.000
HOMO energy (alpha / beta) (eV): -10.3 / -16.2

---

6.
ORCA calculation (ωB97M-V/def2-TZVPD) on the molecule C3H9N3.

Atoms and positions in Å:
1 C 1.979548 -0.523441 -0.311901
2 C -0.809485 1.585687 -0.085171
3 C -1.117362 -0.822169 0.097755
4 H 1.721017 -1.569370 -0.514778
5 H 2.093131 -0.013272 -1.278376
6 H 2.951576 -0.503025 0.194562
7 H 1.002638 -0.277161 1.457741
8 H -1.257360 1.915205 0.856648
9 H 0.021890 2.246657 -0.324258
10 H -1.572607 1.600513 -0.871452
11 H -0.587982 -1.749087 0.308284
12 H -2.823367 -1.604429 -0.016548
13 N 1.035164 0.164039 0.544834
14 N -0.265629 0.248039 0.009677
15 N -2.371172 -0.698183 -0.067017

Forces on the atoms, in the same order (eV/Å):
C 0.42 -0.11 -0.24
C 0.02 0.04 -0.23
C 0.33 0.43 0.01
H -0.03 -0.01 -0.03
H -0.16 0.00 0.35
H -0.14 -0.04 -0.12
H 0.01 0.07 0.00
H -0.09 -0.04 0.00
H -0.14 0.03 -0.09
H 0.18 0.09 0.24
H 0.02 -0.23 0.02
H -0.02 0.00 0.03
N -0.33 -0.03 0.11
N 0.04 -0.10 -0.01
N -0.13 -0.10 -0.04

Computed properties:
LUMO (eV): 0.93
SMILES string: [H]/N=C/N(C)NC
HOMO-LUMO gap (eV): 9.7
DFT total energy (Eh): -283.9211
Energy relative to the best compared isomer or geometry (same formula, charge and spin) (eV): 1.688
HOMO energy (eV): -8.7

---

7.
ORCA calculation (ωB97M-V/def2-TZVPD) on a cluster of 2 separate species, C3H9N3 in total in a non-equilibrium geometry.

Atoms and positions in Å:
1 C -0.220143 0.687344 -2.394663
2 C -0.741162 -0.480408 -2.216602
3 N -1.061694 -1.042199 -0.982861
4 H 0.474524 1.229270 -1.713167
5 H -0.139697 1.073934 -3.261534
6 H -1.176472 -1.016993 -3.026031
7 H -0.633162 -0.586574 -0.182500
8 H -1.460104 -1.927488 -0.854974
9 N 1.506130 -0.489588 2.033063
10 C 0.394145 0.360612 2.136764
11 N 0.048838 1.165065 1.200181
12 H 1.314651 -1.441754 2.274788
13 H 2.383659 -0.252367 1.600648
14 H -0.149169 0.252408 3.053739
15 H -0.664196 1.831322 1.203359

Forces on the atoms, in the same order (eV/Å):
C 2.62 0.47 5.21
C -2.21 -2.06 1.69
N 1.34 1.57 0.13
H -1.24 -0.58 0.30
H 0.31 2.26 -6.36
H -0.33 -0.30 -0.71
H -0.24 -0.27 -0.16
H -0.24 -1.06 -0.18
N -0.94 0.55 0.55
C -0.10 1.13 -1.97
N 3.03 -2.09 -0.04
H 0.45 -0.16 0.26
H -0.51 0.05 -0.44
H -0.45 -0.28 0.65
H -1.47 0.77 1.07

Computed properties:
LUMO (eV): 0.99
SMILES string: [H]/N=C/N.C=CN
HOMO-LUMO gap (eV): 8.7
DFT total energy (Eh): -283.8957
Energy relative to the best compared isomer or geometry (same formula, charge and spin) (eV): 2.380
HOMO energy (eV): -7.7

---

8.
ORCA calculation (ωB97M-V/def2-TZVPD) on a cluster of 2 separate species, C3H9N3 in total in a non-equilibrium geometry.

Atoms and positions in Å:
1 C 0.323669 -1.663093 -1.028037
2 N -0.483138 -0.546342 -1.491962
3 H -0.006661 -0.009010 -2.212155
4 H -1.210969 -0.154424 -0.799172
5 H 0.440684 -2.421517 -1.804931
6 H 1.320334 -1.307674 -0.751570
7 H -0.118397 -2.109932 -0.135412
8 C 0.010776 1.388652 0.331463
9 C 1.199003 1.170294 0.955867
10 N -1.223728 0.971662 0.840855
11 N -1.314601 0.366406 1.926111
12 H -2.189568 -0.168606 1.991720
13 H -0.074395 2.258605 -0.317492
14 H 1.982968 1.916395 0.895982
15 H 1.344024 0.308584 1.598735

Forces on the atoms, in the same order (eV/Å):
C -0.07 0.74 0.11
N -1.53 -0.47 0.77
H -0.80 0.31 0.74
H 1.95 -0.56 -2.27
H -0.08 -0.09 0.10
H 0.27 -0.17 0.17
H -0.04 -0.07 -0.16
C 2.06 2.20 3.01
C -1.13 0.00 -0.38
N -2.18 -2.25 -1.08
N 2.13 -0.14 -0.29
H -0.53 1.07 -0.18
H -0.18 -0.36 -0.11
H 0.27 -0.48 -0.64
H -0.14 0.27 0.21

Computed properties:
LUMO (eV): -0.36
SMILES string: [H]/N=N/C=C.CN
HOMO-LUMO gap (eV): 8.0
DFT total energy (Eh): -283.8320
Energy relative to the best compared isomer or geometry (same formula, charge and spin) (eV): 4.113
HOMO energy (eV): -8.3

---

9.
ORCA calculation (ωB97M-V/def2-TZVPD) on the molecule C3H9N3 in a non-equilibrium geometry.

Atoms and positions in Å:
1 C -1.418464 -2.015007 0.271811
2 C 0.182719 -0.129387 0.166864
3 C 0.537123 1.170813 -0.567661
4 H -1.723065 -2.090178 1.375992
5 H -2.326375 -2.465436 -0.389692
6 H -0.479909 -2.597213 0.147462
7 H -1.551056 -0.392477 -0.934013
8 H 1.848350 -0.059214 1.029857
9 H -0.427322 1.626745 -0.813676
10 H 0.915445 0.805603 -1.505997
11 H 2.177777 2.474952 -0.633556
12 H 0.992624 2.811973 0.822803
13 N -1.127287 -0.598099 -0.078198
14 N 0.972567 -0.627281 0.981331
15 N 1.426873 2.084205 0.126672

Forces on the atoms, in the same order (eV/Å):
C -1.25 -0.56 0.40
C -1.36 1.82 -0.87
C -1.86 0.10 0.28
H 0.40 0.06 -1.63
H 2.31 1.24 1.49
H -0.78 0.04 0.01
H -0.24 0.93 -1.36
H -1.04 -0.44 -0.04
H -0.03 0.22 -0.11
H 0.72 0.33 -0.52
H -2.72 -0.69 3.07
H 1.13 -1.90 -2.43
N 1.04 -1.65 1.52
N 1.62 -1.20 1.39
N 2.05 1.68 -1.21

Computed properties:
LUMO (eV): 0.83
SMILES string: [H]/N=C(\CN)NC
HOMO-LUMO gap (eV): 9.8
DFT total energy (Eh): -283.9249
Energy relative to the best compared isomer or geometry (same formula, charge and spin) (eV): 1.584
HOMO energy (eV): -9.0

---

10.
ORCA calculation (ωB97M-V/def2-TZVPD) on the ion C3H9N3O with charge -1 in a non-equilibrium geometry.

Atoms and positions in Å:
1 O 0.287117 0.472543 -1.966909
2 C 0.323075 0.374967 -0.700666
3 N 0.028607 -0.777291 0.005498
4 C -1.285852 -1.427408 0.002501
5 N -1.680480 -1.950759 1.268962
6 C 0.948189 1.484990 0.144075
7 N 1.510200 2.576005 -0.649784
8 H 0.754112 -1.459866 0.292396
9 H -1.299233 -2.227258 -0.745317
10 H -1.989741 -0.664144 -0.343819
11 H -1.314572 -2.853447 1.510963
12 H -1.628159 -1.313036 2.055859
13 H 0.196578 1.877775 0.824928
14 H 1.746156 1.020813 0.748667
15 H 0.964331 2.575969 -1.510231
16 H 2.439673 2.290146 -0.937125

Forces on the atoms, in the same order (eV/Å):
O 0.18 -0.14 -0.01
C -0.38 0.66 -0.31
N -0.79 -0.38 1.00
C 0.98 0.78 -0.89
N -1.05 -0.37 0.65
C 0.02 -0.64 -0.47
N 0.05 0.17 0.05
H 0.41 0.14 -0.20
H -0.25 -0.21 0.16
H 0.02 -0.09 0.09
H 0.34 0.01 -0.04
H 0.29 -0.01 -0.39
H 0.02 -0.01 0.29
H 0.13 0.10 0.26
H 0.11 -0.05 -0.05
H -0.07 0.04 -0.12

Computed properties:
LUMO (alpha / beta) (eV): 4.50 / 4.27
HOMO-LUMO gap (alpha / beta) (eV): 3.9 / 8.3
Total charge: -1
Spin multiplicity: 2
DFT total energy (Eh): -359.1631
Energy relative to the best compared isomer or geometry (same formula, charge and spin) (eV): 1.169
HOMO energy (alpha / beta) (eV): 0.6 / -4.0